(1)
{"formula": "C25H21FIO4", "method": "ωB97M-V/def2-TZVPD", "spin_multiplicity": 1, "orbital_gap_ev": 5.204, "charge": 1, "e_tot_ha": -1663.37204, "species": ["C", "O", "C", "H", "O", "H", "H", "C", "I", "C", "C", "C", "O", "C", "H", "H", "C", "H", "C", "H", "C", "H", "H", "H", "C", "C", "H", "C", "C", "C", "H", "C", "H", "H", "C", "H", "H", "H", "C", "C", "C", "C", "F", "H", "H", "C", "C", "C", "H", "O", "C", "H"], "coordinates": [[2.481, -1.484, -1.082], [-1.451, -2.475, 1.200], [-0.961, 3.101, 0.333], [2.686, -1.098, 3.327], [-0.500, -0.056, 3.708], [-2.437, -2.093, -0.557], [4.833, -2.553, -3.315], [-0.317, 5.679, 1.122], [-1.461, 1.078, -0.255], [-1.194, -0.755, -3.437], [-0.696, -1.631, 1.658], [2.710, -2.409, -3.715], [-1.676, 1.491, 2.652], [0.341, 3.552, 0.146], [-4.534, -1.016, -4.161], [1.390, -2.459, 5.013], [0.566, -1.036, 3.612], [4.605, -1.794, -0.955], [-0.588, -0.184, 1.246], [-0.067, 6.698, 1.427], [-1.616, 5.194, 1.315], [1.857, 0.133, 2.325], [-2.930, 3.482, 1.121], [0.565, -2.308, -3.792], [-3.616, -1.077, -3.576], [3.855, -2.283, -2.919], [-0.014, -1.437, -0.253], [0.663, 4.859, 0.549], [3.721, -1.842, -1.590], [0.587, -1.720, 4.980], [-4.529, -1.906, -1.810], [0.018, -1.299, -1.309], [1.089, 2.899, -0.294], [2.369, -1.135, -0.051], [-1.171, -1.289, -2.117], [-0.372, -2.216, 5.155], [2.069, 0.388, 4.090], [1.681, 5.228, 0.416], [1.301, -1.592, -1.876], [1.456, -2.113, -3.195], [-3.595, -1.596, -2.278], [-2.417, -1.701, -1.573], [-2.380, -0.286, -5.443], [-2.383, 5.820, 1.775], [2.781, -2.763, -4.744], [-2.397, -0.701, -4.128], [-1.938, 3.884, 0.931], [-0.941, 0.522, 2.544], [-0.281, -0.372, -3.891], [0.210, -2.014, 2.618], [1.880, -0.356, 3.305], [0.747, -0.961, 5.751]]}

***

(2)
{"formula": "C4H6O2", "method": "ωB97M-V/def2-TZVPD", "spin_multiplicity": 1, "orbital_gap_ev": 10.500, "smiles": "C=C(C)C(=O)O", "e_tot_ha": -306.43996, "species": ["H", "H", "C", "O", "O", "C", "H", "C", "H", "H", "C", "H"], "coordinates": [[2.556, -0.704, 0.100], [1.393, -0.965, 1.321], [-0.715, -0.278, -0.050], [-1.685, 0.584, 0.206], [-0.807, -1.452, -0.216], [0.867, 1.604, -0.140], [1.728, 2.179, 0.022], [0.689, 0.293, -0.113], [0.114, 2.206, -0.572], [1.425, -1.721, -0.499], [1.549, -0.883, 0.182], [-1.615, 1.529, 0.429]]}